# C3H5NO3

One molecule with the formula C3H5NO3 at a distorted geometry (ωB97M-V/def2-TZVPD, the Open Molecules 2025 dataset).

XYZ file:
```
12
Properties=species:S:1:pos:R:3
C -0.15 1.52 -0.64
C 0.09 0.43 0.11
C -1.01 -0.70 0.51
N 1.42 -0.01 0.15
O 2.31 0.76 0.31
O 1.64 -1.20 0.14
O -0.95 -1.63 -0.47
H 0.51 2.29 -0.85
H -1.18 1.78 -0.89
H -2.07 -0.31 0.71
H -0.63 -1.07 1.49
H 0.03 -1.88 -0.58
```

Properties
SMILES: C=C(CO)[N+](=O)[O-]
E_LUMO in eV: -0.713
Largest force on an atom in eV/A: 4.52
M in u: 103.08
Gap between HOMO and LUMO in eV: 9.6
HOMO level in eV: -10.3070
ΔE to the lowest compared entry with this formula, charge and spin in kcal/mol: 131.87
Calculated total energy in a.u.: -397.62654
2S+1: 1